## A
The following is a DFT calculation (ωB97M-V/def2-TZVPD) of a structure of composition C29H36FeGe2IN3O3S.

2S+1 = 6
orbital gap (alpha / beta) = 7.29 / 7.25 eV
LUMO (alpha / beta) = -2.3 / -3.6 eV
HOMO (alpha / beta) = -9.63 / -10.81 eV
net charge = +1

Last column: Mulliken spin population.
Atoms and positions in Å:
H (-1.18371, -2.27809, -3.71472)  0.00
H (4.99229, -1.33311, -1.52971)  0.00
H (-1.59323, 6.14422, 0.71767)  0.00
H (-0.32199, 0.25339, 4.59052)  0.00
C (0.23424, 5.32367, -0.06648)  0.00
C (4.02042, -3.30932, 1.91617)  0.00
Fe (-0.05911, -0.04764, -1.25491)  3.81
C (-1.08311, 5.24947, 0.38804)  0.00
H (4.52132, -4.13035, 1.41861)  0.00
H (0.68380, -1.86238, -2.58456)  -0.03
C (-0.36255, -1.00800, 2.86157)  0.18
C (3.25517, -2.24543, 3.93189)  -0.01
C (3.51154, -2.25523, 1.16866)  0.00
C (-0.28841, -0.76227, 4.22039)  0.06
C (4.57144, -0.54483, -2.15164)  0.03
O (-0.88768, -3.71601, 0.58635)  0.00
Ge (2.05378, 0.29981, 0.73315)  0.56
C (3.88524, -3.30744, 3.29692)  0.02
H (-1.15017, -3.78389, -0.39786)  0.00
H (4.11677, 2.02278, -0.75867)  0.01
C (-0.33918, -2.31937, 2.39004)  -0.05
S (-1.79868, 1.33110, -0.10700)  0.13
C (-0.15674, -3.14081, 4.64013)  0.00
H (2.18344, 2.21627, 3.05709)  -0.01
H (3.32111, 4.35169, 3.52574)  0.00
C (-0.24667, -3.38470, 3.28201)  0.00
H (-3.29487, -3.54252, -1.94802)  0.00
H (4.66533, -0.82444, -3.20110)  0.00
H (2.22737, -2.28521, -3.32902)  0.00
I (-0.09553, -1.46637, 7.16502)  0.00
H (-0.08347, -3.96525, 5.33537)  0.00
H (3.61836, -2.26487, 0.08902)  0.01
C (3.94284, 2.53071, 0.18383)  -0.02
N (0.19686, 3.00335, -0.48941)  0.02
C (-0.43088, -2.55233, 0.93999)  0.07
H (0.77172, 6.25943, -0.08992)  0.00
C (2.00665, 0.93046, -3.26241)  0.01
H (5.25795, 4.15875, -0.28540)  0.00
C (-0.18369, -1.83089, 5.10023)  0.00
C (-2.53225, -3.59544, -2.72797)  0.00
H (-0.64683, -4.39254, -2.89818)  0.00
H (0.91868, 0.88126, -3.39408)  0.01
C (0.85544, 4.17906, -0.48665)  0.00
H (4.27175, -4.13411, 3.87900)  0.00
C (-1.72714, 4.03444, 0.41315)  -0.01
H (-0.22446, -4.39777, 2.90466)  0.00
C (2.88603, -1.18222, 1.79603)  0.08
H (-2.87185, -1.82157, -3.87290)  0.00
H (5.14106, 0.36573, -1.97373)  0.00
O (0.83087, 1.92260, -0.90967)  0.02
N (-1.96304, -1.20567, -2.07597)  0.04
C (-1.08149, 2.88352, -0.04823)  -0.02
C (3.49480, 3.84286, 2.58613)  0.01
H (4.84518, 5.33795, 1.84598)  0.00
O (-0.09268, -1.68701, 0.12243)  -0.03
H (2.47961, 0.60205, -4.18906)  0.00
C (-2.12905, -2.19558, -3.17123)  0.00
H (-2.73597, 3.92970, 0.78393)  0.00
H (1.87472, -2.79635, -1.66623)  0.00
H (2.26650, 1.96886, -3.07821)  0.00
C (2.86131, 2.63648, 2.32104)  0.02
C (3.08399, 1.96271, 1.12198)  0.05
C (2.75390, -1.19133, 3.18278)  0.04
H (2.26405, -0.36667, 3.68863)  0.02
C (1.75901, -1.99024, -2.38948)  0.06
H (-1.65561, -5.28992, -1.98824)  0.00
H (1.88037, 4.12836, -0.82030)  0.00
Ge (2.63026, -0.27157, -1.79481)  0.07
C (4.35248, 4.39538, 1.64573)  0.01
H (-2.72403, -0.53527, -2.09362)  0.00
H (-2.96946, -4.11227, -3.58590)  0.00
N (-1.37334, -4.33538, -2.19120)  0.00
H (-2.03331, -1.67108, -1.17555)  0.00
C (4.58053, 3.73490, 0.44590)  0.00
H (3.15218, -2.24110, 5.00986)  0.00
H (-0.48029, -0.19190, 2.15829)  -0.19



## B
The following is a DFT calculation (ωB97M-V/def2-TZVPD) of a structure of composition C29H36FeGe2IN3O3S.

2S+1 = 6
orbital gap (alpha / beta) = 7.22 / 7.37 eV
LUMO (alpha / beta) = -2.2 / -3.5 eV
HOMO (alpha / beta) = -9.45 / -10.86 eV
net charge = +1

Last column: Mulliken spin population.
Atoms and positions in Å:
H (-2.05137, 0.88698, -4.41927)  0.00
Fe (-0.09771, -0.84257, -0.84798)  3.75
C (-2.90997, 3.55446, 3.10180)  -0.01
Ge (-1.53199, -0.16988, 1.65531)  0.54
H (-5.13527, -0.78185, 0.68348)  0.00
C (-1.26820, -2.82591, 5.58728)  0.02
N (1.27199, -2.34597, 1.35173)  0.04
C (-3.91606, 3.91571, 2.21463)  0.03
C (-4.24594, 3.06777, 1.16822)  -0.01
I (0.36879, 6.27407, 3.78467)  0.00
C (0.43800, 2.96910, 1.00952)  0.11
H (-3.85182, 1.21934, 0.18441)  0.01
C (-2.10948, -3.25147, -0.63065)  0.01
C (-0.62998, -1.59594, 5.52337)  0.01
H (0.80805, 0.55176, -2.68926)  0.00
H (-0.25745, 0.37072, -6.00222)  0.00
H (-1.98308, -0.58357, -2.42944)  -0.01
H (-1.20920, 2.21701, -2.93273)  0.00
O (-0.52130, 1.21505, -0.98830)  -0.01
N (0.73207, -0.44739, -2.85133)  0.05
H (-0.21945, 0.13691, 4.34722)  -0.02
H (-1.80115, 4.88382, -0.68159)  0.00
H (1.67775, -0.81066, -2.82152)  0.00
C (1.24492, -3.24196, 2.36493)  0.01
C (-0.46208, 3.35728, 0.01994)  -0.05
H (-1.37567, 6.37519, 1.24317)  0.00
O (-1.20440, 2.93514, -2.19838)  0.00
C (3.55640, -1.93005, 1.72243)  -0.01
H (0.71933, -1.37377, -4.74675)  0.00
C (2.38355, -1.65800, 1.00450)  -0.02
H (-1.87604, -3.88731, 0.22069)  0.00
C (-0.08832, 0.61616, -4.95111)  0.00
H (-5.03537, 3.33938, 0.47833)  0.00
H (-5.16556, -2.26268, -0.29775)  0.01
H (-0.04676, -1.24247, 6.36433)  0.00
H (-1.20797, -3.20871, -1.24987)  0.00
H (-2.89459, -3.71358, -1.23320)  0.00
H (-4.69629, -2.33025, 1.40978)  0.00
H (4.47066, -3.04323, 3.29216)  0.00
H (-1.18958, -3.43397, 6.47934)  0.00
C (0.03583, 5.03417, 2.15022)  0.00
N (-1.18956, 1.42049, -4.37827)  0.00
H (0.27608, -3.67998, 2.54797)  0.00
C (-0.86265, 5.42670, 1.16630)  0.00
C (-0.73053, 2.42214, -1.08240)  0.06
H (-3.15311, 0.50831, -1.71699)  0.00
S (2.26727, -0.53079, -0.27961)  0.15
C (-2.23890, 2.35274, 2.93769)  0.02
O (0.11764, -2.11743, 0.72261)  -0.02
H (-1.34565, 2.24023, -4.96029)  0.00
H (-3.66350, -1.05969, -2.39760)  0.00
C (3.55846, -2.84494, 2.74555)  0.00
C (-4.63947, -1.73418, 0.49971)  0.04
H (-2.68899, -2.86836, 2.52173)  0.00
H (2.33415, -4.23246, 3.88273)  0.00
C (-1.10198, 4.59056, 0.08954)  0.00
C (-3.57086, 1.86396, 1.00984)  0.02
C (-2.89086, -0.54267, -1.82215)  0.04
H (4.44998, -1.39094, 1.44358)  0.00
H (0.82341, 1.21534, -4.90399)  0.00
H (-4.44240, 4.85320, 2.34156)  0.00
C (-2.56218, 1.48168, 1.89379)  0.16
H (0.93584, 2.00919, 0.93901)  -0.08
C (0.10959, -0.67770, -4.17313)  0.00
H (-2.51802, -4.22876, 4.54823)  0.00
C (-1.48565, -1.24645, 3.28239)  0.04
H (1.40579, 3.52763, 2.83744)  0.00
H (-2.64607, 4.21172, 3.92139)  0.00
H (-1.45414, 2.09376, 3.63951)  -0.01
H (-0.85961, -1.16383, -4.03861)  0.00
C (-2.01223, -3.27222, 4.50255)  0.00
C (-2.11197, -2.49083, 3.35983)  -0.01
Ge (-2.78527, -1.48868, -0.07246)  0.07
C (-0.73705, -0.81598, 4.37914)  0.05
C (2.37707, -3.51380, 3.07818)  0.00
C (0.70026, 3.81630, 2.07014)  0.00



Most stable: B. Least stable: A.



## A
The following is a DFT calculation (ωB97M-V/def2-TZVPD) of the ion C5H11NO with charge -1.

2S+1 = 2
orbital gap (alpha / beta) = 3.46 / 6.97 eV
LUMO (alpha / beta) = 4.1 / 3.9 eV
HOMO (alpha / beta) = 0.62 / -3.03 eV
net charge = -1

Last column: Mulliken spin population.
Atoms and positions in Å:
H (1.78801, -0.83760, -1.65694)  -0.02
C (-0.06172, 0.05353, 1.69908)  0.08
C (-0.61721, 0.47735, 0.34156)  0.07
C (-0.40889, 1.95918, 0.16627)  0.60
C (1.29561, -0.01842, -1.11083)  0.22
H (-0.60342, 0.62783, 2.45859)  0.01
H (0.99041, 0.23891, 1.85916)  0.03
C (-0.54085, -1.65568, -0.83876)  0.07
H (-0.59580, -2.17032, 0.12425)  -0.04
H (-1.54053, -1.68568, -1.29153)  0.01
H (-0.31976, -0.97667, 1.97239)  -0.10
H (-1.73223, 0.34624, 0.31100)  0.06
H (1.35540, 0.83967, -1.77752)  -0.03
H (-0.72749, 2.36415, -0.81738)  0.05
H (0.12469, -2.21255, -1.50342)  0.00
O (-0.19463, 2.80861, 1.09517)  0.17
N (-0.11307, -0.25984, -0.82074)  -0.15
H (1.90149, 0.10130, -0.21036)  -0.04



## B
The following is a DFT calculation (ωB97M-V/def2-TZVPD) of a cluster of 2 separate species, C5H11NO in total.

2S+1 = 2
orbital gap (alpha / beta) = 3.90 / 6.76 eV
LUMO (alpha / beta) = 4.1 / 4.0 eV
HOMO (alpha / beta) = 0.17 / -2.78 eV
net charge = -1

Last column: Mulliken spin population.
Atoms and positions in Å:
C (0.41207, -0.35353, 0.22730)  0.01
H (-2.27289, -1.14130, -0.79500)  0.00
H (2.69539, 1.70408, 0.05619)  0.02
H (-0.54136, -1.41342, 1.74233)  0.00
C (1.35916, 0.15846, 1.08074)  0.23
H (3.46032, 0.05275, 0.20725)  0.02
C (-1.79099, -1.72741, -0.01732)  0.48
H (-1.98167, 2.61502, -0.75201)  -0.01
H (-0.31354, -0.35820, -1.80042)  0.00
O (-2.23319, 1.71324, -0.93317)  0.02
H (-1.43015, 1.17324, -0.91582)  0.00
C (2.70571, 0.74114, 0.63083)  -0.03
H (1.17443, -0.30666, 2.06897)  0.03
N (0.38682, 0.10478, -1.17766)  0.00
C (-0.66662, -1.37865, 0.69758)  0.24
H (-2.42837, -2.54555, 0.32298)  0.01
H (3.38419, 1.13398, 1.43879)  -0.01
H (1.29540, 0.00658, -1.57906)  0.00



Most stable: A. Least stable: B.



## A
The following is a DFT calculation (ωB97M-V/def2-TZVPD) of a cluster of 2 separate species, C2H7S2 in total.

orbital gap = 5.01 eV
LUMO = 3.1 eV
HOMO = -1.92 eV
net charge = -1

Last column: Löwdin charge in e.
Atoms and positions in Å:
H (-2.88085, -0.49684, 0.23121)  0.02
H (-1.20300, -1.20252, -0.15813)  -0.01
H (1.28689, 0.67953, 1.73929)  0.05
H (0.61072, 0.31105, 0.09566)  -0.01
C (1.41597, 0.04844, 0.77778)  -0.58
H (2.38376, 1.44979, -0.76402)  -0.14
H (1.21042, -1.07460, 0.99742)  0.07
S (2.93775, 0.51933, 0.03350)  0.59
H (-1.55159, 0.40578, -0.20982)  -0.08
S (-2.20098, -0.11585, -2.20690)  0.01
C (-2.00910, -0.52411, -0.53599)  -0.91



## B
The following is a DFT calculation (ωB97M-V/def2-TZVPD) of a cluster of 2 separate species, C2H7S2 in total.

orbital gap = 6.20 eV
LUMO = 3.5 eV
HOMO = -2.73 eV
net charge = -1

Last column: Löwdin charge in e.
Atoms and positions in Å:
H (-1.60240, -0.32399, -0.07458)  -0.02
S (-0.27500, 1.47430, -0.99013)  0.65
H (1.61160, 0.37443, 0.05597)  -0.02
H (1.49894, 2.10251, 0.43625)  0.01
C (-1.13577, -0.11625, -1.03046)  -0.52
H (-0.43589, -0.90821, -1.27844)  -0.02
H (0.53431, -2.88540, 1.93354)  -0.45
C (0.92795, 1.17788, 0.32022)  -0.53
H (0.43713, 0.92107, 1.25515)  -0.02
H (-1.89340, -0.03895, -1.81698)  0.01
S (0.33254, -1.77740, 1.18946)  -0.09



Most stable: B. Least stable: A.



## A
The following is a DFT calculation (ωB97M-V/def2-TZVPD) of a cluster of 2 separate species, C4H11INO in total.

2S+1 = 3
orbital gap (alpha / beta) = 5.37 / 6.93 eV
LUMO (alpha / beta) = -5.5 / -6.5 eV
HOMO (alpha / beta) = -10.82 / -13.46 eV
net charge = +1

Last column: Mulliken spin population.
Atoms and positions in Å:
O (0.28001, 2.18251, -1.05746)  0.42
H (-0.21611, 2.99089, -0.94421)  -0.03
H (-2.98903, 0.01395, 1.68324)  0.00
H (-0.24076, -1.03966, -1.46488)  0.00
N (-2.11486, 0.41264, 1.50185)  0.00
H (2.09058, 0.49987, 0.79033)  0.00
H (1.10681, -1.60290, -0.44522)  0.00
C (0.05467, -0.15335, 0.37677)  -0.01
H (1.38133, -0.18819, -1.33744)  -0.01
C (0.56265, -0.80160, -0.84276)  0.00
H (-1.65336, 0.55446, 2.37724)  0.00
C (-1.41733, -0.22147, 0.51346)  -0.01
H (0.93971, 0.35597, 2.30751)  0.00
H (0.94711, 1.63503, 1.11969)  -0.01
C (1.06452, 0.51711, 1.22962)  0.04
I (2.12965, 2.42339, -1.66543)  1.60
H (-1.57280, -1.40983, 0.37070)  0.00
H (-1.90239, 0.06933, -0.51012)  0.00



## B
The following is a DFT calculation (ωB97M-V/def2-TZVPD) of the ion C4H11INO with charge +1.

2S+1 = 3
orbital gap (alpha / beta) = 5.62 / 6.67 eV
LUMO (alpha / beta) = -3.5 / -7.1 eV
HOMO (alpha / beta) = -9.08 / -13.80 eV
net charge = +1

Last column: Mulliken spin population.
Atoms and positions in Å:
H (0.66766, -1.81649, -0.92026)  0.01
C (1.25641, 0.72840, -0.17336)  0.39
H (-1.04379, -1.66686, -0.73076)  0.00
H (1.04075, -0.78600, 1.42076)  -0.01
N (-0.81460, 0.32778, 1.48893)  0.00
H (-1.24871, -0.06710, 2.28325)  0.00
H (1.02533, 1.43546, -2.28875)  0.01
H (0.97161, -0.21413, -2.03732)  -0.01
H (-0.32103, 0.87564, -1.48210)  0.02
H (-0.10340, -2.55754, 0.47535)  0.00
H (-0.24684, 1.15830, 1.86507)  0.00
I (3.20695, -0.18809, 0.08222)  1.49
C (0.73497, 0.68284, -1.53922)  0.01
H (-1.66391, 0.75307, 0.90891)  0.00
C (0.29990, -0.44290, 0.80159)  0.08
C (-0.11508, -1.67227, -0.10702)  0.00
H (1.81421, 2.44492, 0.37345)  0.01
O (1.09738, 1.87195, 0.56776)  0.01



Most stable: A. Least stable: B.